Here is an isolated molecule of C4H10N2 from the OMol25 dataset. Energies are from ωB97M-V/def2-TZVPD.

Calculated values
Structure (SMILES)   [H]/N=C\NCCC
Energy relative to the best compared isomer or geometry (same formula, charge and spin)   264.64 kJ/mol
E_HOMO   -8.572 eV
Total energy   -267.82453 a.u.
LUMO level   0.9572 eV

Each line ends with the natural charge from an NBO analysis.
Positions of all 16 atoms, in Å:
C1 1.052 -0.525 -2.007  -0.602
C2 0.103 -0.905 -0.889  -0.400
C3 0.444 -0.258 0.522  -0.223
N1 -0.379 0.958 0.776  -0.614
C4 -0.609 1.207 2.065  0.272
N2 -1.867 1.611 2.253  -0.756
H1 1.210 0.500 -2.052  0.205
H2 0.703 -0.890 -3.079  0.206
H3 1.974 -1.013 -1.833  0.205
H4 -0.905 -0.676 -1.198  0.201
H5 0.046 -2.002 -0.664  0.206
H6 1.539 -0.226 0.701  0.197
H7 0.050 -0.973 1.160  0.181
H8 -0.915 1.395 0.034  0.402
H9 -0.018 0.521 2.752  0.195
H10 -2.430 1.275 1.459  0.326

Atoms 1-3, force components in eV/Å:
-1.42 -2.53 -1.98
0.30 -0.44 1.09
-0.69 0.52 -2.84